# 1
{"formula": "C26H39F6N2O6S", "method": "ωB97M-V/def2-TZVPD", "e_tot_ha": -2572.2466, "lumo_ev": 2.025, "homo_lumo_gap_ev": 3.35, "homo_energy_ev": -1.321, "total_charge": -1, "symbols": ["C", "C", "C", "C", "C", "N", "O", "S", "O", "O", "O", "C", "C", "C", "F", "C", "F", "F", "C", "F", "F", "F", "O", "C", "C", "C", "C", "C", "C", "C", "H", "H", "H", "H", "H", "H", "H", "H", "H", "H", "H", "H", "H", "H", "H", "H", "H", "H", "H", "H", "H", "C", "C", "C", "C", "C", "C", "N", "O", "C", "C", "C", "H", "H", "H", "H", "H", "H", "H", "H", "H", "H", "H", "H", "H", "H", "H", "H", "H", "H"], "coordinates": [[-2.50116, 2.83814, 2.18526], [-2.55431, 1.61593, 3.22353], [-3.78797, 0.70005, 2.88963], [-3.52709, -0.77508, 2.41441], [-3.97191, -1.72097, 3.62282], [-3.36387, -1.41193, 4.93373], [-4.69238, -0.98312, 1.51606], [-4.52446, -2.44138, 0.74473], [-5.12273, -2.52435, -0.57759], [-5.09775, -3.59451, 1.44341], [-2.85988, -2.38758, 0.80070], [-2.32310, -1.21126, 1.50371], [-1.26914, -1.95827, 2.48421], [0.21706, -1.91968, 1.99768], [-1.60089, -3.34010, 2.53534], [-1.76216, -0.37292, 0.31534], [-0.79764, 0.54916, 0.67181], [-1.09756, -1.25455, -0.53699], [-2.73610, 0.36644, -0.67964], [-3.67775, 1.18418, -0.16467], [-3.22485, -0.53665, -1.58634], [-1.90489, 1.18496, -1.42959], [-1.30142, 0.95516, 3.39859], [-0.28882, 1.83299, 3.99370], [0.93210, 1.84550, 3.00088], [0.91564, 2.83687, 1.92869], [2.01985, 2.81720, 0.97470], [3.06811, 1.81933, 1.14153], [3.09654, 0.85529, 2.24029], [1.98085, 0.86756, 3.21648], [-2.07865, 3.70220, 2.78041], [-1.78486, 2.66756, 1.34962], [-3.51669, 3.17013, 1.86220], [-2.77297, 2.12857, 4.21215], [-4.41412, 0.63244, 3.82699], [-4.46047, 1.28581, 2.20463], [-3.84388, -2.80884, 3.41726], [-5.08251, -1.55007, 3.71881], [-2.94109, -2.26847, 5.29621], [-2.64426, -0.69022, 4.90173], [-1.26965, -1.52602, 3.51145], [0.27757, -2.53095, 1.06357], [0.66212, -0.90537, 1.90564], [0.82254, -2.46965, 2.77339], [-0.68178, 2.85486, 4.21790], [-0.01419, 1.37432, 4.98552], [0.09692, 3.58802, 1.82632], [1.99208, 3.56015, 0.14283], [3.88339, 1.80501, 0.37967], [3.88528, 0.08609, 2.37235], [1.92636, 0.13260, 4.05854], [4.45064, -1.00785, -4.95392], [3.49650, 0.13499, -4.55192], [2.18656, 0.01810, -5.35638], [1.28078, -1.14402, -4.95798], [1.43682, -1.55788, -3.49426], [2.00514, -0.46223, -2.57130], [3.28801, -0.02783, -3.10600], [3.90358, 0.95589, -2.31923], [2.24351, -1.12975, -1.20796], [0.96032, 0.65395, -2.38480], [4.14825, 1.45316, -4.99520], [5.40207, -0.92421, -4.42408], [4.66969, -0.98912, -6.03162], [4.03067, -1.98904, -4.72250], [1.61670, 0.94688, -5.25119], [2.40787, -0.05920, -6.42893], [0.24084, -0.86319, -5.15685], [1.48085, -2.01053, -5.59680], [0.47061, -1.91483, -3.11872], [2.09899, -2.42987, -3.45527], [3.01701, -1.89970, -1.28137], [1.32930, -1.61228, -0.84437], [2.55403, -0.40946, -0.45035], [0.03701, 0.24940, -1.97041], [0.70010, 1.15398, -3.32128], [1.31179, 1.41955, -1.68892], [4.30889, 1.45472, -6.08018], [5.12390, 1.60391, -4.53153], [3.51614, 2.31188, -4.75626]], "forces_ev_per_a": [[0.9, 0.4, 1.3], [-0.8, 1.9, 0.0], [0.3, 0.3, 0.9], [-2.3, 0.5, 0.1], [0.3, -0.1, 0.4], [0.3, -0.4, -0.1], [0.3, -1.7, -1.6], [-1.9, -2.2, -0.7], [1.9, 2.3, 0.9], [2.0, 2.0, 1.1], [-2.5, 0.6, -0.4], [-0.3, -2.5, 1.4], [2.3, 0.5, -0.6], [-0.2, -1.0, 0.4], [0.0, 1.5, 0.5], [1.8, 0.2, -0.7], [-1.5, -1.0, 0.2], [-0.9, 0.8, 1.3], [1.3, 0.7, -2.4], [0.5, -1.3, -0.2], [-0.3, 1.3, 1.7], [-1.3, -0.8, 1.0], [-0.8, 0.6, 0.2], [1.0, -0.7, -0.4], [-0.1, 0.4, 0.6], [2.3, -1.6, -0.1], [-0.9, -1.2, 2.0], [-0.4, 0.0, 0.7], [-2.5, 1.4, 0.3], [0.6, 1.6, -2.5], [-0.4, -0.7, -0.8], [-0.9, -0.1, 0.4], [0.8, -0.5, 0.1], [-0.1, -0.7, -0.9], [0.8, -0.2, -0.9], [0.9, -1.0, 0.2], [0.0, 0.9, -0.2], [1.1, 0.0, -0.4], [0.0, 0.5, -0.1], [-0.2, -0.2, -0.1], [-0.6, -0.4, -0.9], [0.2, 0.8, 0.6], [-0.6, -0.7, -0.2], [-0.6, 0.5, -0.7], [0.2, -0.8, -0.5], [-0.1, 0.4, -1.0], [0.9, -0.8, 0.2], [0.4, -1.0, 0.7], [-0.8, -0.2, 0.6], [-0.5, 0.8, -0.4], [0.0, 0.8, -0.9], [0.1, -0.1, -0.6], [-0.2, -0.5, -0.3], [-0.2, 0.1, -0.1], [-0.1, -0.1, -0.1], [0.0, -0.2, 0.0], [-0.1, -0.1, -0.4], [0.4, -0.1, 0.5], [-0.2, 0.3, 0.2], [0.0, 0.0, 0.3], [-0.2, 0.1, 0.1], [0.1, 0.2, 0.3], [-0.1, 0.1, 0.1], [0.0, 0.0, 0.0], [-0.1, 0.1, 0.1], [0.2, 0.1, 0.1], [0.1, 0.0, 0.1], [0.0, 0.0, 0.0], [0.0, 0.0, 0.0], [0.0, 0.1, 0.1], [0.1, 0.2, 0.1], [0.0, 0.1, -0.1], [0.0, 0.1, -0.1], [0.1, 0.1, -0.2], [0.2, -0.1, -0.1], [0.1, -0.1, 0.0], [0.2, -0.1, -0.1], [-0.2, -0.2, 0.0], [-0.2, 0.0, 0.2], [0.1, -0.1, 0.1]], "lowdin_charge": [-0.04, -0.34, -0.04, -0.29, -0.19, 0.01, -0.20, 0.75, -0.24, -0.26, -0.15, -0.15, -0.22, -0.01, -0.02, -0.26, 0.11, 0.10, -0.43, 0.16, 0.15, 0.12, -0.16, -0.13, -0.20, -0.04, -0.05, -0.06, -0.06, -0.06, 0.07, 0.07, 0.08, 0.14, 0.13, 0.12, 0.12, 0.14, 0.08, 0.05, 0.13, 0.09, 0.07, 0.10, 0.12, 0.13, 0.09, 0.11, 0.10, 0.10, 0.11, -0.05, -0.52, -0.17, -0.19, -0.15, -0.52, -0.22, -0.33, -0.04, -0.03, -0.07, 0.08, 0.07, 0.06, 0.10, 0.11, 0.10, 0.10, 0.11, 0.10, 0.08, 0.05, 0.05, 0.04, 0.07, 0.06, 0.07, 0.07, 0.07]}

***

# 2
{"formula": "C10H11BrN2", "method": "ωB97M-V/def2-TZVPD", "e_tot_ha": -3071.0900, "lumo_ev": 0.756, "de_lowest_ev": 0.000, "homo_lumo_gap_ev": 9.26, "homo_energy_ev": -8.500, "symbols": ["C", "C", "C", "C", "C", "C", "C", "C", "C", "C", "N", "N", "Br", "H", "H", "H", "H", "H", "H", "H", "H", "H", "H", "H"], "coordinates": [[1.60394, -2.94771, -0.10718], [2.22430, -1.84050, 0.54681], [0.25942, -2.86512, -0.40492], [1.41132, -0.74954, 0.89598], [-0.46894, -1.75441, -0.24494], [0.09919, -0.67348, 0.42795], [-2.38732, 2.12249, -0.61911], [-2.27782, 0.96063, 0.26325], [-0.73308, 0.92266, 0.48928], [1.07578, 2.04184, -0.63382], [-1.25802, 2.55525, -0.98731], [-0.30949, 1.69659, -0.51932], [-0.32760, 1.50389, 2.38342], [2.20249, -3.87741, -0.21176], [3.26118, -1.79041, 0.79649], [-0.32382, -3.63987, -0.94685], [1.94713, 0.09050, 1.42679], [-1.52392, -1.83846, -0.47088], [-3.25408, 2.60014, -1.00463], [-2.84706, 1.07156, 1.25056], [-2.67023, -0.04637, -0.25037], [1.64779, 1.12352, -0.58320], [1.25699, 2.59287, -1.65084], [1.39185, 2.74131, 0.15461]], "forces_ev_per_a": [[1.8, 0.3, 1.3], [-2.3, -0.7, -0.5], [0.2, -2.7, -1.7], [1.2, 0.7, -0.3], [-1.0, 2.3, 1.5], [-1.4, 3.1, 0.1], [0.0, 0.4, -0.1], [-1.1, -2.9, 1.4], [-0.4, -5.3, 0.9], [0.5, 1.8, -2.0], [0.1, 0.7, -1.0], [1.9, 0.9, -0.7], [0.0, 0.6, 0.2], [-0.6, 0.8, -0.3], [0.5, -0.4, 0.1], [1.0, -0.1, 0.6], [-1.1, -0.9, -0.6], [0.0, 0.5, -0.3], [-0.7, 0.2, 0.0], [0.8, -0.2, -1.5], [0.9, 2.1, 1.0], [0.2, 0.1, -0.2], [-0.4, -1.2, 1.8], [0.0, -0.2, 0.0]], "nbo_charge": [-0.22, -0.20, -0.20, -0.26, -0.26, 0.03, 0.02, -0.52, 0.20, -0.41, -0.20, -0.35, -0.12, 0.22, 0.22, 0.21, 0.24, 0.22, 0.21, 0.27, 0.24, 0.22, 0.23, 0.20]}